Record 1
This record from OMol25 describes a cluster of 14 separate species, H27O14 in total in a non-equilibrium geometry. The level of theory is the ωB97M-V functional and the def2-TZVPD basis.

Output
* spin multiplicity: 1
* energy above the lowest of the compared OMol25 structures with the same formula, charge and spin: 2.216 eV
* orbital gap: 8.631 eV
* charge: -1

Last column: natural (NBO) charge in e.
Geometry (Å):
O (-2.736, 2.040, 1.796)  -1.007
H (-3.343, 2.117, 1.061)  0.489
O (-1.134, -0.076, 1.143)  -1.071
H (-0.267, -0.476, 1.255)  0.496
H (-1.950, 0.051, 2.730)  0.484
O (-1.432, -2.448, -2.944)  -1.019
H (-1.904, -1.190, 3.485)  0.449
H (2.202, 0.111, -2.692)  0.521
O (2.760, -0.387, -3.282)  -1.004
H (-0.279, -1.011, -2.794)  0.504
H (2.785, -0.281, -4.227)  0.486
O (0.190, 2.742, -1.934)  -0.973
H (2.149, 0.927, 2.091)  0.473
H (0.083, 1.895, -2.386)  0.500
O (-0.629, 4.105, 2.858)  -0.959
H (-1.268, 3.395, 2.702)  0.497
H (-0.138, 3.813, 3.629)  0.457
O (4.192, -1.785, 1.893)  -0.942
H (3.934, -2.617, 2.309)  0.456
H (3.717, -1.928, 1.060)  0.486
O (-2.262, -0.314, 3.600)  -0.965
H (-1.921, -2.051, -2.201)  0.534
H (0.582, 2.560, -1.088)  0.486
O (0.153, -0.343, -2.243)  -1.011
H (0.059, -0.727, -1.365)  0.493
H (-1.459, -3.385, -3.072)  0.486
O (1.671, -3.214, -2.571)  -0.972
H (2.033, -2.364, -2.813)  0.489
H (0.853, -2.952, -2.129)  0.474
O (-1.963, 3.638, -0.468)  -1.015
H (-1.706, 3.289, 0.384)  0.489
H (-1.454, 3.394, -1.243)  0.502
O (1.622, 1.360, 1.415)  -0.944
H (1.252, 2.143, 1.826)  0.471
H (-2.153, 1.258, 1.712)  0.501
O (1.084, -1.683, 0.713)  -0.981
H (0.486, -2.140, 0.070)  0.510
H (0.735, -2.094, 1.511)  0.458
O (-1.364, -2.055, -0.294)  -1.299
H (-1.843, -2.698, 0.233)  0.444
H (-1.338, -0.618, 0.270)  0.526

Forces on atoms 1 to 2 (eV/Å):
O 0.4 0.6 1.1
H 0.2 -0.3 -0.4

Record 2
This record from OMol25 describes the ion C2H6S with charge +1 in a non-equilibrium geometry. The level of theory is the ωB97M-V functional and the def2-TZVPD basis.

Output
* spin multiplicity: 2
* energy above the lowest of the compared OMol25 structures with the same formula, charge and spin: 0.093 eV
* orbital gap (alpha / beta): 13.037 / 9.243 eV
* charge: +1
* expectation value of S²: 0.753

Last column: natural (NBO) charge in e.
Geometry (Å):
C (1.390, -0.064, -0.111)  -0.775
S (-0.079, 0.055, -1.227)  0.881
C (-1.400, 0.081, 0.021)  -0.804
H (1.247, 0.661, 0.688)  0.272
H (1.434, -1.047, 0.361)  0.284
H (2.309, 0.048, -0.681)  0.283
H (-2.387, -0.044, -0.418)  0.289
H (-1.400, 0.999, 0.626)  0.294
H (-1.114, -0.688, 0.743)  0.275

Forces on atoms 1 to 2 (eV/Å):
C -0.7 -0.2 -0.4
S 0.3 0.0 1.4

Record 3
This record from OMol25 describes a cluster of 2 separate species, C4H12 in total. The level of theory is the ωB97M-V functional and the def2-TZVPD basis.

Output
* spin multiplicity: 1
* SMILES: CC.CC
* energy above the lowest of the compared OMol25 structures with the same formula, charge and spin: 0.252 eV
* orbital gap: 12.747 eV
* charge: 0

Last column: natural (NBO) charge in e.
Geometry (Å):
C (-2.361, -0.557, -0.289)  -0.619
C (-1.917, 0.900, -0.262)  -0.618
H (-2.280, -1.007, 0.704)  0.205
H (-3.384, -0.679, -0.625)  0.208
H (-1.693, -1.197, -0.862)  0.206
H (-2.572, 1.562, -0.830)  0.207
H (-0.878, 1.003, -0.584)  0.205
H (-1.916, 1.351, 0.736)  0.204
C (2.466, 0.462, 0.528)  -0.614
C (1.792, -0.806, -0.006)  -0.614
H (2.997, 0.995, -0.257)  0.206
H (1.758, 1.143, 1.007)  0.204
H (3.189, 0.229, 1.314)  0.205
H (2.249, -1.085, -0.952)  0.204
H (0.745, -0.645, -0.279)  0.201
H (1.803, -1.667, 0.658)  0.207

Forces on atoms 1 to 2 (eV/Å):
C 0.3 -0.4 0.7
C 0.3 0.5 0.4

Record 4
This record from OMol25 describes a structure of composition C22H35Br12F6NO7S. The level of theory is the ωB97M-V functional and the def2-TZVPD basis.

Output
* spin multiplicity: 1
* orbital gap: 8.600 eV
* charge: 0

Last column: Löwdin charge in e.
Geometry (Å):
C (3.979, 1.763, 1.977)  -0.099
C (3.063, 0.535, 2.049)  -0.206
C (1.582, 0.892, 1.961)  -0.206
O (0.772, -0.217, 1.526)  -0.070
C (0.285, -0.201, 0.254)  -0.377
C (1.305, 0.146, -0.850)  -0.082
C (1.433, 1.609, -1.282)  -0.149
C (2.313, 1.630, -2.538)  -0.194
F (3.058, 2.801, -2.626)  -0.071
O (-0.862, 0.757, 0.106)  -0.117
S (-1.780, 0.285, -1.100)  0.630
O (-3.136, 0.306, -0.671)  -0.205
O (-1.417, 0.925, -2.325)  -0.244
O (-1.187, -1.212, -1.200)  -0.121
C (-0.546, -1.510, 0.091)  -0.402
C (0.171, -2.837, 0.101)  -0.059
C (1.396, -3.024, -0.793)  -0.134
C (1.047, -3.153, -2.283)  -0.055
C (2.101, -3.910, -3.089)  -0.424
F (3.243, -4.141, -2.396)  0.121
F (2.455, -3.178, -4.190)  0.108
C (1.595, -5.257, -3.638)  -0.606
F (1.080, -5.998, -2.659)  0.175
F (0.648, -5.047, -4.534)  0.191
F (2.565, -5.940, -4.206)  0.197
O (-1.547, -1.440, 1.058)  -0.120
C (-2.272, -2.614, 1.427)  -0.183
C (-3.161, -3.202, 0.325)  -0.185
N (-4.506, -3.556, 0.793)  -0.052
C (-5.350, -2.363, 0.964)  -0.188
C (-6.261, -2.116, -0.249)  -0.406
C (-6.739, -0.654, -0.275)  -0.037
O (-5.582, -2.485, -1.442)  -0.034
H (4.970, 1.467, 1.627)  0.075
H (3.577, 2.535, 1.320)  0.058
H (4.123, 2.182, 2.975)  0.051
H (3.218, 0.042, 3.014)  0.090
H (3.322, -0.223, 1.306)  0.101
H (1.385, 1.779, 1.362)  0.097
H (1.222, 1.114, 2.968)  0.064
H (1.116, -0.457, -1.735)  0.108
H (2.287, -0.151, -0.481)  0.113
H (1.933, 2.247, -0.552)  0.109
H (0.487, 2.058, -1.546)  0.060
H (2.959, 0.748, -2.530)  0.120
H (1.652, 1.565, -3.409)  0.116
H (-0.539, -3.627, -0.160)  0.125
H (0.450, -3.012, 1.143)  0.146
H (2.162, -2.270, -0.616)  0.110
H (1.852, -3.970, -0.490)  0.126
H (0.096, -3.682, -2.361)  0.132
H (0.910, -2.195, -2.780)  0.122
H (-1.619, -3.365, 1.883)  0.122
H (-2.928, -2.264, 2.228)  0.103
H (-3.287, -2.478, -0.477)  0.104
H (-2.724, -4.108, -0.106)  0.117
H (-4.421, -3.984, 1.709)  0.101
H (-5.971, -2.499, 1.853)  0.125
H (-4.744, -1.462, 1.135)  0.107
H (-7.149, -2.743, -0.121)  0.132
H (-6.607, -0.203, -1.260)  0.079
H (-7.795, -0.571, -0.009)  0.076
H (-6.184, -0.033, 0.432)  0.074
H (-5.492, -1.702, -1.991)  0.080
C (-0.358, -0.572, 5.760)  -1.628
Br (1.520, -0.164, 5.753)  0.578
Br (-1.062, -0.635, 3.975)  0.746
Br (-0.712, -2.190, 6.740)  0.586
H (-0.861, 0.232, 6.277)  -0.056
C (0.897, 5.016, -4.570)  -1.641
Br (-0.488, 4.062, -3.643)  0.635
Br (0.501, 5.213, -6.443)  0.580
Br (1.272, 6.702, -3.732)  0.535
H (1.795, 4.419, -4.494)  -0.042
C (4.526, 7.923, -1.424)  -1.638
Br (4.266, 6.054, -1.781)  0.564
Br (2.879, 8.923, -1.498)  0.549
Br (5.427, 8.201, 0.251)  0.571
H (5.167, 8.313, -2.201)  -0.029
C (1.436, 4.151, 5.325)  -1.613
Br (1.652, 4.228, 3.417)  0.634
Br (-0.187, 3.238, 5.811)  0.591
Br (2.979, 3.388, 6.180)  0.570
H (1.345, 5.167, 5.680)  -0.030

Forces on atoms 1 to 2 (eV/Å):
C 0.2 -0.4 0.2
C 0.0 -0.1 0.2

Record 5
This record from OMol25 describes the ion C6H8F2IN2 with charge +1 in a non-equilibrium geometry. The level of theory is the ωB97M-V functional and the def2-TZVPD basis.

Output
* spin multiplicity: 1
* SMILES: Cn1cc(I)c(C(F)F)[n+]1C
* energy above the lowest of the compared OMol25 structures with the same formula, charge and spin: 0.000 eV
* orbital gap: 9.434 eV
* charge: +1

Last column: natural (NBO) charge in e.
Geometry (Å):
C (1.544, -1.893, 0.290)  -0.441
N (0.331, -1.139, 0.070)  -0.086
C (-0.917, -1.660, 0.029)  0.020
C (-1.817, -0.614, -0.117)  -0.224
I (-3.923, -0.789, -0.109)  0.289
C (-1.055, 0.540, -0.124)  0.094
C (-1.448, 2.006, -0.292)  0.555
F (-0.859, 2.495, -1.363)  -0.310
F (-0.953, 2.783, 0.657)  -0.318
N (0.229, 0.175, -0.046)  -0.069
C (1.435, 1.069, 0.034)  -0.440
H (2.338, -1.895, -0.539)  0.255
H (2.064, -1.440, 1.092)  0.233
H (1.234, -2.938, 0.641)  0.264
H (-0.990, -2.658, -0.092)  0.243
H (-2.502, 2.156, -0.265)  0.177
H (1.915, 0.907, 0.993)  0.234
H (2.154, 0.739, -0.758)  0.239
H (1.222, 2.156, -0.101)  0.285

Forces on atoms 1 to 2 (eV/Å):
C 1.2 -1.5 -0.5
N -1.3 -0.8 -0.5

Record 6
This record from OMol25 describes a cluster of 2 separate species, C5H14NO in total in a non-equilibrium geometry. The level of theory is the ωB97M-V functional and the def2-TZVPD basis.

Output
* spin multiplicity: 1
* energy above the lowest of the compared OMol25 structures with the same formula, charge and spin: 3.738 eV
* orbital gap: 10.695 eV
* charge: +1

Last column: natural (NBO) charge in e.
Geometry (Å):
C (0.116, -1.309, 2.028)  -0.623
C (0.213, 0.145, 1.998)  -0.423
C (-0.718, 0.938, 1.147)  -0.467
C (-0.522, 0.994, -0.401)  0.123
C (-1.363, 1.534, -1.312)  -0.377
N (0.596, 0.155, -0.822)  -0.727
H (1.059, -1.782, 2.383)  0.240
H (-0.622, -1.526, 2.804)  0.245
H (-0.162, -1.545, 1.049)  0.173
H (0.031, 0.574, 3.074)  0.254
H (1.281, 0.587, 1.859)  0.188
H (-0.715, 1.980, 1.353)  0.254
H (-1.764, 0.566, 1.255)  0.240
H (-1.128, 1.415, -2.450)  0.220
H (-2.384, 1.981, -1.203)  0.261
H (0.219, -0.809, -0.841)  0.491
H (1.155, 0.568, -1.577)  0.463
H (1.355, 0.185, -0.055)  0.443
H (1.734, -2.267, -2.114)  0.490
H (0.824, -2.221, -3.070)  0.511
O (1.073, -1.576, -2.184)  -0.980

Forces on atoms 1 to 2 (eV/Å):
C 0.8 -0.5 1.9
C 2.5 4.5 3.0